{"formula": "C36H81FO4", "method": "wB97M-V/def2-TZVPD", "smiles": "CCCOOC(=O)O[C@@H](C)F.CCCCCC.CCCCCC.CCCCCC.CCCCCC.CCCCCC", "charge": 0, "largest_force_ha_per_bohr": 0.086, "e_tot_ev": -49551.3244, "symbols": ["C", "C", "C", "O", "O", "C", "O", "O", "C", "C", "F", "H", "H", "H", "H", "H", "H", "H", "H", "H", "H", "H", "C", "C", "C", "C", "C", "C", "H", "H", "H", "H", "H", "H", "H", "H", "H", "H", "H", "H", "H", "H", "C", "C", "C", "C", "C", "C", "H", "H", "H", "H", "H", "H", "H", "H", "H", "H", "H", "H", "H", "H", "C", "C", "C", "C", "C", "C", "H", "H", "H", "H", "H", "H", "H", "H", "H", "H", "H", "H", "H", "H", "C", "C", "C", "C", "C", "C", "H", "H", "H", "H", "H", "H", "H", "H", "H", "H", "H", "H", "H", "H", "C", "C", "C", "C", "C", "C", "H", "H", "H", "H", "H", "H", "H", "H", "H", "H", "H", "H", "H", "H"], "positions_angstrom": [[-0.819586, 2.631865, 1.077354], [-0.817231, 2.279304, -0.432910], [-0.774994, 3.537610, -1.326236], [0.546322, 3.685480, -1.846210], [0.735389, 5.011206, -2.248890], [1.385930, 5.701726, -1.263170], [0.867451, 6.606354, -0.785701], [2.666420, 5.382801, -0.902081], [2.766069, 4.310642, 0.016592], [4.228039, 3.976705, 0.324688], [2.050545, 4.609516, 1.146352], [-0.814545, 1.676677, 1.617791], [-1.717531, 3.197941, 1.352774], [0.062209, 3.219781, 1.365500], [-0.016627, 1.575562, -0.693956], [-1.771165, 1.764619, -0.617136], [-1.104475, 4.409023, -0.747436], [-1.463752, 3.355436, -2.166119], [2.333867, 3.422817, -0.460571], [4.441047, 4.002442, 1.396668], [4.907051, 4.603786, -0.263923], [4.424869, 2.949589, -0.010222], [1.309119, 0.950779, 3.901790], [-0.008341, 1.369912, 4.541589], [-0.068764, 1.087916, 6.041463], [0.032773, -0.390108, 6.423899], [-1.028888, -1.294055, 5.798242], [-2.450950, -0.938487, 6.219833], [1.472812, -0.125351, 3.984472], [1.308433, 1.203243, 2.838778], [2.150540, 1.465093, 4.371785], [-0.840323, 0.880833, 4.025802], [-0.142005, 2.444846, 4.387459], [-0.997361, 1.506811, 6.440787], [0.741958, 1.631083, 6.538407], [-0.029530, -0.469989, 7.514102], [1.022505, -0.769793, 6.153107], [-0.824296, -2.325732, 6.098910], [-0.953159, -1.274827, 4.706617], [-2.560389, -0.997512, 7.304960], [-3.165024, -1.631464, 5.771550], [-2.726146, 0.068906, 5.902236], [1.163004, -2.152771, 1.611389], [-0.001681, -1.482948, 0.890105], [-1.164295, -2.427902, 0.592829], [-0.821953, -3.584554, -0.346226], [-0.271992, -3.149426, -1.703072], [-1.263083, -2.323165, -2.516055], [1.611548, -2.950637, 1.016919], [1.942807, -1.417362, 1.817938], [0.835066, -2.577838, 2.563024], [0.354698, -1.019419, -0.034674], [-0.372131, -0.667155, 1.519647], [-1.990845, -1.848017, 0.171140], [-1.539670, -2.840470, 1.535295], [-1.722513, -4.188461, -0.499533], [-0.097878, -4.249250, 0.134578], [-0.011486, -4.044572, -2.276433], [0.658342, -2.588030, -1.577371], [-2.182635, -2.885432, -2.693928], [-0.833672, -2.062704, -3.484928], [-1.522337, -1.391239, -2.009334], [0.396321, 5.788731, 3.916683], [-0.130946, 4.896968, 5.036902], [-1.579866, 4.457152, 4.829959], [-2.604345, 5.593026, 4.800418], [-2.627850, 6.475941, 6.047156], [-3.007041, 5.719826, 7.316502], [-0.163457, 6.722789, 3.844372], [1.441277, 6.045625, 4.098929], [0.338536, 5.277501, 2.953735], [-0.020077, 5.407691, 5.997565], [0.495492, 4.001340, 5.092638], [-1.846916, 3.744478, 5.616810], [-1.650627, 3.902737, 3.887497], [-3.598698, 5.157732, 4.654636], [-2.423542, 6.223920, 3.925214], [-3.355437, 7.277142, 5.888817], [-1.660751, 6.967008, 6.186570], [-3.992700, 5.260040, 7.214846], [-3.039663, 6.400294, 8.169085], [-2.285390, 4.934749, 7.549428], [1.221513, 1.471084, -4.966722], [-0.228779, 1.113693, -5.275996], [-0.379812, -0.196122, -6.050787], [0.264313, -0.210740, -7.438367], [-0.229151, 0.875925, -8.392585], [-1.715898, 0.767353, -8.715738], [1.802834, 1.623835, -5.877792], [1.269336, 2.395371, -4.387595], [1.699936, 0.681923, -4.381647], [-0.702137, 1.935644, -5.820032], [-0.772187, 1.018709, -4.330569], [-1.445254, -0.428724, -6.140911], [0.055383, -1.008520, -5.459185], [0.084264, -1.190834, -7.892264], [1.350118, -0.123940, -7.336903], [0.336342, 0.798468, -9.325651], [-0.012350, 1.868338, -7.987423], [-1.945757, -0.201066, -9.165711], [-2.009032, 1.544953, -9.423055], [-2.332657, 0.885083, -7.822990], [-0.819521, -7.062205, -4.049568], [-0.156632, -8.065633, -3.112052], [1.072927, -7.504512, -2.397852], [2.227611, -7.094999, -3.314332], [2.762880, -8.205260, -4.217490], [3.353310, -9.380884, -3.445524], [-0.148794, -6.758399, -4.855212], [-1.706882, -7.502309, -4.508088], [-1.129962, -6.168296, -3.503084], [0.103592, -8.971538, -3.666322], [-0.885925, -8.368762, -2.355457], [1.425910, -8.245137, -1.674177], [0.772675, -6.630385, -1.809479], [3.045695, -6.718201, -2.691548], [1.915724, -6.252434, -3.938965], [3.542356, -7.783036, -4.858227], [1.978097, -8.563566, -4.889681], [4.171810, -9.050930, -2.801879], [3.748283, -10.128699, -4.135196], [2.603936, -9.871573, -2.821960]], "atomic_forces_ev_per_a": [[0.4, -0.5, -0.5], [-0.4, 0.6, 0.6], [-0.9, -0.9, -0.1], [0.4, -1.2, 0.7], [0.3, 0.5, -0.9], [1.3, -2.0, -0.4], [-2.0, 3.7, 1.5], [0.1, -0.9, -0.2], [0.8, -1.2, -0.8], [0.0, -0.1, -0.4], [0.0, 0.1, 0.1], [0.0, 0.4, 0.2], [0.2, -0.1, -0.1], [-0.2, -0.2, 0.0], [-0.1, 0.2, 0.0], [0.3, 0.0, -0.2], [0.3, 0.0, -0.3], [0.2, 0.5, 0.1], [-0.4, 0.3, 0.4], [-0.1, 0.3, -0.2], [-0.2, 0.1, 0.4], [-0.1, 0.2, 0.1], [-0.1, -0.1, -0.1], [0.1, 0.1, 0.0], [-0.1, 0.0, 0.0], [0.1, 0.0, 0.0], [0.0, 0.0, 0.1], [0.0, -0.1, -0.1], [0.1, 0.0, 0.0], [0.1, 0.0, 0.0], [0.0, 0.0, 0.0], [0.0, 0.0, 0.0], [-0.1, -0.4, -0.1], [0.0, 0.0, 0.0], [0.0, 0.0, 0.0], [0.0, 0.0, 0.0], [0.0, 0.0, 0.0], [0.0, 0.0, 0.0], [0.0, 0.0, 0.0], [0.0, 0.0, 0.0], [0.0, 0.0, 0.0], [0.0, 0.0, 0.0], [0.0, 0.1, -0.1], [0.0, 0.0, 0.1], [-0.1, 0.0, 0.0], [0.1, 0.0, 0.0], [-0.1, -0.1, -0.1], [0.2, 0.0, 0.0], [0.0, 0.0, 0.0], [0.0, -0.1, 0.1], [0.0, 0.0, 0.0], [0.0, 0.0, 0.0], [0.0, 0.0, 0.0], [0.0, 0.0, 0.0], [0.0, 0.0, 0.0], [0.0, 0.0, 0.0], [0.0, 0.0, 0.0], [0.0, 0.0, 0.0], [0.0, 0.0, 0.0], [0.0, 0.0, 0.0], [-0.1, 0.0, 0.0], [0.0, 0.0, 0.0], [0.0, 0.0, 0.2], [0.0, 0.1, -0.1], [0.0, 0.0, 0.1], [0.1, 0.1, -0.1], [-0.1, -0.1, 0.0], [0.1, 0.1, 0.0], [0.0, 0.0, 0.0], [0.0, 0.0, -0.1], [0.0, 0.1, 0.0], [0.0, 0.0, 0.0], [0.0, 0.2, 0.1], [0.0, 0.0, 0.0], [0.0, 0.0, 0.0], [0.0, 0.0, 0.0], [0.0, 0.0, 0.0], [0.0, 0.0, 0.0], [0.0, 0.0, 0.0], [0.0, 0.0, 0.0], [0.0, -0.1, 0.0], [0.0, 0.0, 0.0], [-0.1, 0.2, 0.0], [0.1, -0.1, 0.1], [-0.1, 0.0, 0.0], [0.1, 0.0, 0.0], [-0.1, -0.1, -0.1], [0.1, 0.1, 0.0], [0.0, 0.0, 0.0], [0.1, 0.0, 0.0], [0.0, 0.0, 0.0], [0.0, 0.0, 0.0], [0.0, 0.0, 0.0], [0.0, 0.0, 0.0], [0.0, 0.0, 0.0], [0.0, 0.0, 0.0], [0.0, 0.0, 0.0], [0.0, 0.0, 0.0], [0.0, 0.0, 0.0], [0.0, 0.0, 0.0], [-0.1, 0.0, 0.0], [0.0, 0.0, 0.0], [0.0, -0.2, 0.0], [0.0, 0.1, 0.1], [0.0, -0.1, 0.1], [-0.1, 0.1, -0.1], [0.1, 0.0, 0.1], [-0.1, 0.0, -0.1], [0.0, 0.0, 0.0], [0.0, 0.1, 0.0], [0.0, 0.0, 0.0], [0.0, 0.0, 0.0], [0.0, 0.0, 0.0], [0.0, 0.0, 0.0], [0.0, 0.0, 0.0], [0.0, 0.0, 0.0], [0.0, 0.0, 0.0], [0.0, 0.0, 0.0], [0.0, 0.0, 0.0], [0.0, 0.0, 0.0], [0.0, 0.0, 0.1], [0.0, 0.0, 0.0]], "mulliken_charge": [-0.465, -0.301, -0.531, -0.190, -0.276, 0.559, -0.373, -0.391, 0.933, -1.420, -0.175, -0.107, 0.401, -0.025, 0.193, 0.441, 0.347, 0.312, 0.028, 0.321, 0.323, 0.336, -1.267, 1.653, -0.831, -1.067, 0.284, -1.287, 0.252, 0.274, 0.385, 0.294, -1.481, 0.292, 0.429, 0.437, 0.361, 0.420, -0.278, 0.303, 0.402, 0.269, -1.464, 0.974, -1.135, -0.870, 0.056, -0.799, 0.417, 0.365, 0.230, 0.111, -0.294, 0.322, 0.446, 0.462, 0.270, 0.074, 0.283, 0.297, 0.053, 0.223, -1.157, -0.192, 0.371, -1.046, -0.506, -1.147, 0.347, 0.427, 0.097, 0.419, 0.195, 0.132, -0.157, 0.436, 0.401, 0.418, 0.238, 0.290, 0.385, 0.248, -1.063, -0.133, -0.509, -0.944, -0.445, -1.189, 0.360, 0.196, 0.262, 0.294, 0.206, 0.398, 0.176, 0.439, 0.339, 0.384, 0.256, 0.293, 0.380, 0.281, -0.978, -0.451, -0.389, -0.575, -0.517, -1.200, 0.273, 0.391, 0.113, 0.273, 0.356, 0.358, 0.076, 0.425, 0.277, 0.380, 0.245, 0.292, 0.379, 0.286]}